Entry 1:
Density functional theory data (ωB97M-V with the def2-TZVPD basis set) for a molecular structure, C38H43FGe3OW at a distorted geometry.

Computed properties:
* gap between HOMO and LUMO (spin up / spin down): 6.00 / 6.28 eV
* 2S+1: 4
* ΔE to the lowest compared entry with this formula, charge and spin: 2.104 eV
* total charge: +1
* ⟨S²⟩: 3.7768

Geometry as XYZ:
```
87
Properties=species:S:1:pos:R:3:forces:R:3:mulliken_spin:R:1
W 0.476867 -0.217808 -0.210560 -0.4 1.1 -0.8 0.92
C -0.895984 -4.298917 -2.672460 0.0 0.1 0.0 0.00
C -2.157926 -3.455993 -2.421530 0.0 -0.1 0.1 -0.01
C -1.900347 -2.887587 -1.038182 0.1 -0.1 0.0 0.02
O -0.491451 -2.602894 -1.035933 -0.3 -0.1 -0.1 -0.07
C 0.138760 -3.722497 -1.690517 0.1 0.1 0.0 0.01
H -0.560070 -4.224023 -3.704548 0.0 0.0 0.0 0.00
H -1.080825 -5.348779 -2.452413 0.0 0.0 0.0 0.00
H -3.073647 -4.043070 -2.458481 0.0 0.0 0.0 0.00
H -2.241247 -2.646522 -3.147415 0.0 0.0 0.0 0.01
H -2.116420 -3.628570 -0.258456 0.0 0.0 0.0 0.00
H -2.438097 -1.967104 -0.826041 0.0 0.0 0.0 -0.02
H 0.409882 -4.460714 -0.930541 0.1 0.0 0.0 0.00
H 1.039005 -3.350541 -2.175010 0.0 0.0 0.0 0.00
C -0.239738 -2.611271 5.070733 -0.1 0.3 -0.4 0.00
Ge -1.302735 -2.859523 3.420728 0.0 -1.2 -0.3 0.01
C -3.245748 -2.878797 3.754461 0.4 0.2 -0.1 0.00
C -0.786596 -4.635224 2.715221 -0.1 0.2 0.1 0.00
Ge -0.736212 -1.248989 1.623274 -1.1 0.6 2.6 0.03
C -1.432056 0.410687 2.552329 -0.3 0.2 -0.5 0.02
C -1.733548 0.477980 3.914604 0.2 -0.2 0.0 0.01
C -2.220914 1.636440 4.500756 0.0 0.0 0.1 0.00
C -2.451121 2.768570 3.733280 0.0 0.0 0.0 0.01
C -2.190346 2.727252 2.373672 0.0 0.0 0.0 0.02
C -1.689445 1.563987 1.806164 -0.1 -0.1 0.0 0.00
C 1.232427 -0.779931 1.836419 1.5 -1.3 0.5 -0.04
C 1.765592 0.029515 2.866966 -0.5 0.1 -0.4 0.04
C 3.110119 0.055530 3.134799 0.3 0.0 0.1 -0.01
C 3.996893 -0.728616 2.390600 -0.3 0.0 0.0 0.01
C 3.504161 -1.616755 1.454209 0.3 -0.2 -0.1 0.03
C 2.140844 -1.690396 1.204247 -0.6 0.1 1.0 0.14
H -0.010731 -3.604407 5.456180 0.0 0.0 0.0 0.00
H -0.787361 -2.058355 5.832183 0.0 0.0 0.0 0.00
H 0.694353 -2.093285 4.854163 0.0 0.0 0.1 0.00
H -3.453878 -3.677174 4.466812 0.0 0.0 0.0 0.00
H -3.779493 -3.082878 2.827164 0.0 0.0 0.0 0.00
H -3.596626 -1.933779 4.165767 0.0 0.0 0.0 0.00
H -1.127065 -5.416951 3.395841 0.0 0.0 0.0 0.00
H 0.299265 -4.704506 2.635877 0.0 0.0 0.0 0.00
H -1.224904 -4.819289 1.734044 0.0 0.0 0.0 0.00
H -1.572142 -0.389702 4.542479 0.0 0.1 0.1 0.00
H -2.428343 1.650301 5.563422 0.0 0.0 0.0 0.00
H -2.842719 3.669316 4.186905 0.0 0.0 0.0 0.00
H -2.386883 3.591105 1.749422 0.0 0.0 0.0 0.00
H -1.535325 1.552130 0.729297 0.0 0.1 0.0 -0.08
H 1.085253 0.642208 3.446296 0.0 0.1 -0.1 0.00
H 3.490621 0.688670 3.926013 0.0 0.0 0.0 0.00
H 5.059898 -0.677499 2.584544 0.0 0.0 0.0 0.00
H 4.182153 -2.293697 0.949286 0.0 0.0 0.0 0.00
H 1.751271 -2.521984 0.630072 0.1 0.1 -0.3 -0.02
C -1.279295 0.337356 -1.161379 0.5 0.5 0.6 1.15
Ge -0.024129 1.684066 -1.929550 -0.5 0.3 -2.3 0.38
C 0.518247 0.819083 -3.649656 0.1 0.1 0.3 0.08
C 1.210263 1.540566 -4.622280 -0.1 0.1 0.2 0.04
C 1.621754 0.933298 -5.797979 0.0 0.0 -0.1 -0.01
C 1.341733 -0.406257 -6.023428 0.0 0.0 0.0 0.03
C 0.628201 -1.128293 -5.077580 0.0 -0.1 -0.1 0.00
C 0.224882 -0.524255 -3.897718 -0.1 0.2 0.0 -0.05
C -0.834280 3.392919 -2.502196 0.5 -0.2 0.9 0.02
C -0.039460 4.396178 -3.049423 0.1 0.0 0.0 0.00
C -0.622984 5.559099 -3.526699 0.0 0.0 0.0 0.00
C -1.997528 5.732168 -3.440281 0.0 0.0 0.0 0.01
C -2.787843 4.745086 -2.869181 0.0 0.1 0.0 0.00
C -2.206161 3.582814 -2.385781 0.0 -0.2 0.0 0.02
C 1.710805 1.505964 0.216042 0.2 0.0 0.0 0.02
C 3.010540 1.292470 -0.298741 0.0 0.0 -0.2 0.05
C 4.104269 2.022212 0.138872 -0.1 0.2 0.0 -0.05
C 3.935883 3.038428 1.066550 0.0 0.1 0.0 0.08
C 2.659232 3.326415 1.533777 0.0 0.0 -0.1 -0.04
C 1.573276 2.576574 1.116120 -0.3 0.0 -0.1 0.16
H -2.341493 0.503751 -1.294036 -0.1 -0.4 0.0 -0.11
H 1.414197 2.592384 -4.468344 0.1 0.0 -0.1 0.00
H 2.161157 1.506623 -6.540895 0.0 0.0 0.0 0.00
H 1.670018 -0.881087 -6.938662 0.0 0.0 0.0 0.00
H 0.391338 -2.168427 -5.267870 0.0 0.0 0.0 0.00
H -0.354222 -1.085676 -3.177593 0.1 -0.1 0.1 0.07
H 1.035884 4.273867 -3.097152 0.0 0.1 0.0 -0.01
H -0.005004 6.334933 -3.959164 0.0 0.0 0.0 0.00
H -2.451350 6.641856 -3.810420 0.0 0.0 0.0 0.00
H -3.858937 4.881077 -2.796149 0.0 0.0 0.0 0.00
H -2.828367 2.819024 -1.933246 0.0 0.0 0.0 0.00
H 3.183132 0.555223 -1.071711 0.0 -0.1 0.1 0.01
H 5.082940 1.807758 -0.271088 0.0 0.0 0.0 0.00
H 4.784929 3.618832 1.403800 0.0 0.0 0.0 0.00
H 2.507670 4.133943 2.238410 0.0 0.0 0.0 0.00
H 0.598495 2.832469 1.507309 -0.1 -0.1 0.1 0.01
F 1.614820 -1.078073 -1.368780 0.8 -0.7 -0.8 0.07
```
Positions in Å, forces in eV/Å.

=====

Entry 2:
Density functional theory data (ωB97M-V with the def2-TZVPD basis set) for 8 unconnected molecules or ions with the total composition C38H44FN7PS.

Computed properties:
* gap between HOMO and LUMO: 7.39 eV
* total charge: +1

Geometry as XYZ:
```
92
Properties=species:S:1:pos:R:3:forces:R:3:mulliken_charge:R:1
C 0.369315 -2.556499 0.045802 0.4 -0.3 -0.4 -0.76
C 1.556455 -3.411580 -0.345493 -0.1 0.2 0.5 -0.64
C 2.568908 -3.555211 0.762450 0.3 0.0 -0.3 0.46
F 3.143553 -4.806380 0.763929 0.3 -0.3 0.1 -0.32
P 3.957951 -2.385799 0.520421 -0.7 0.3 -0.3 0.16
S 3.276652 -0.439478 0.591409 0.2 0.4 0.7 -0.21
H -0.116207 -3.010603 0.891488 -0.3 0.0 0.5 0.20
H -0.310368 -2.576518 -0.783440 -0.5 0.2 -0.3 0.28
H 0.631993 -1.535089 0.247458 -0.1 0.4 0.2 0.30
H 1.183324 -4.405706 -0.524220 -0.1 -0.5 -0.3 0.05
H 2.015710 -3.059162 -1.259779 0.2 0.1 -0.4 0.56
H 2.154013 -3.355379 1.745742 -0.2 0.0 0.3 0.30
H 4.597897 -2.652426 -0.691933 0.1 -0.1 0.1 0.21
H 4.859188 -2.522751 1.578561 0.2 0.1 -0.1 0.14
H 2.937127 -0.142646 -0.676109 0.1 -0.6 -0.2 0.27
N -1.265674 0.288497 0.212654 0.0 0.1 0.0 -0.22
C -1.496562 1.284499 -0.643098 0.1 -0.1 -0.1 -0.48
C -1.964656 2.532501 -0.263594 0.1 0.0 0.0 -0.13
C -2.216146 2.755846 1.078738 0.0 0.1 0.1 -0.30
C -1.985603 1.733745 1.985719 0.0 0.0 0.0 -0.71
C -1.509857 0.525282 1.501735 0.0 -0.1 0.0 -0.30
H -1.290248 1.066199 -1.686305 0.0 0.1 0.0 0.47
H -2.133828 3.303631 -1.002976 -0.1 0.0 0.0 0.39
H -2.589654 3.716778 1.409861 0.0 0.0 0.0 0.45
H -2.170600 1.868040 3.042541 0.0 0.0 0.0 0.42
H -1.315083 -0.303086 2.176318 0.0 0.0 0.0 0.42
N -3.719181 3.943173 -2.743074 0.0 0.0 0.0 -0.22
C -4.686558 3.030354 -2.813797 0.0 0.0 0.1 -0.28
C -5.286697 2.639454 -4.000411 0.0 0.0 0.0 -0.59
C -4.855967 3.226001 -5.179974 0.0 0.0 0.0 -0.22
C -3.845739 4.171882 -5.124426 0.0 0.0 0.0 -0.54
C -3.315521 4.495471 -3.885016 0.1 0.1 0.0 -0.29
H -4.991746 2.595680 -1.867573 0.0 0.0 0.0 0.43
H -6.070426 1.894813 -3.998492 0.0 0.0 0.0 0.41
H -5.298193 2.947289 -6.127670 0.0 0.0 0.0 0.40
H -3.473428 4.648126 -6.020619 0.0 0.0 0.0 0.40
H -2.517380 5.224694 -3.796569 0.0 0.0 -0.1 0.42
N -0.688620 -5.647321 -0.850445 0.0 -0.1 0.0 -0.39
C -1.988484 -5.364788 -0.929180 0.1 0.1 0.0 -0.23
C -2.983101 -6.186819 -0.425777 0.0 0.0 0.1 -0.57
C -2.608602 -7.363686 0.199881 0.0 -0.1 0.0 -0.07
C -1.261709 -7.680106 0.276154 0.0 -0.1 0.1 -0.69
C -0.346720 -6.794158 -0.264875 0.1 0.1 0.0 -0.02
H -2.237722 -4.424999 -1.409705 -0.1 0.0 0.0 0.37
H -4.022308 -5.901707 -0.506569 0.0 0.0 0.0 0.39
H -3.353924 -8.022603 0.625221 0.0 0.0 0.0 0.39
H -0.927941 -8.587386 0.760504 0.0 0.0 0.0 0.39
H 0.718829 -6.997282 -0.211971 0.0 -0.1 0.0 0.41
N -1.557018 -4.607239 3.862149 0.1 0.0 0.0 -0.56
C -1.195254 -3.769964 4.831259 -0.1 0.0 0.0 -0.33
C 0.080258 -3.727668 5.376019 0.0 0.0 0.0 -0.35
C 1.033149 -4.606297 4.887465 0.1 0.0 0.0 -0.42
C 0.672848 -5.486151 3.878692 0.0 0.0 0.0 -0.37
C -0.630923 -5.445796 3.404837 -0.1 0.0 -0.1 -0.12
H -1.972432 -3.103448 5.188582 0.0 0.0 0.0 0.41
H 0.316028 -3.027807 6.165652 0.0 0.0 0.0 0.41
H 2.037763 -4.610709 5.291672 0.0 0.0 0.0 0.43
H 1.382760 -6.194325 3.471712 0.0 0.0 0.0 0.44
H -0.954970 -6.116265 2.615556 0.0 0.0 0.0 0.48
N 8.228605 -0.380116 4.068252 0.0 0.0 0.0 -0.53
C 7.315759 -0.710885 3.163660 -0.1 -0.1 0.0 -0.10
C 6.685110 0.203702 2.335072 0.0 -0.1 0.1 0.17
C 7.021294 1.543087 2.453376 -0.1 0.1 -0.1 -0.45
C 7.971163 1.905180 3.391319 0.0 0.0 0.0 -0.32
C 8.543347 0.907965 4.170349 0.1 0.0 0.1 -0.24
H 7.083181 -1.771793 3.105306 0.0 0.0 0.0 0.27
H 5.948816 -0.125940 1.613773 0.0 0.1 0.0 0.06
H 6.552291 2.289996 1.825752 0.0 0.0 0.0 0.37
H 8.265499 2.937044 3.519498 0.0 0.0 0.0 0.37
H 9.293065 1.148697 4.915091 0.0 0.1 0.0 0.36
N -3.637711 9.151018 0.530739 0.0 0.0 0.0 -0.56
C -3.708066 8.117704 -0.304198 -0.1 0.1 0.0 -0.34
C -2.983140 6.946448 -0.142114 0.0 0.0 0.0 -0.01
C -2.137161 6.847819 0.950375 0.0 -0.1 0.0 -0.25
C -2.051106 7.913074 1.830665 0.0 0.0 0.0 -0.47
C -2.821169 9.037846 1.574846 0.0 0.1 0.0 -0.23
H -4.382045 8.239959 -1.145111 0.0 -0.1 0.0 0.37
H -3.082754 6.135023 -0.852505 0.0 0.0 0.0 0.40
H -1.551587 5.950724 1.111816 0.0 0.0 0.0 0.40
H -1.403643 7.876236 2.695920 0.0 0.0 0.0 0.36
H -2.787115 9.895247 2.238016 0.0 0.0 0.0 0.35
N 0.182647 2.555550 -4.231555 0.0 0.0 0.0 -0.40
C 1.363316 2.049887 -4.579858 0.0 0.1 0.0 -0.30
C 1.520592 0.819190 -5.200297 0.0 0.0 0.0 -0.42
C 0.387140 0.069208 -5.471200 0.0 -0.1 0.0 -0.32
C -0.849696 0.580696 -5.115541 0.0 0.0 0.0 -0.68
C -0.896171 1.825009 -4.503801 -0.1 0.1 0.1 0.07
H 2.223919 2.670674 -4.353471 0.0 0.0 0.0 0.41
H 2.505585 0.462813 -5.469767 0.0 0.0 0.0 0.42
H 0.466315 -0.894656 -5.957650 0.0 0.0 0.0 0.41
H -1.760779 0.032175 -5.311403 0.0 0.0 0.0 0.41
H -1.844167 2.264296 -4.212445 0.0 -0.1 0.0 0.46
```
Positions in Å, forces in eV/Å.

=====

Entry 3:
Density functional theory data (ωB97M-V with the def2-TZVPD basis set) for 10 unconnected molecules or ions with the total composition C38H44N10O6 at a distorted geometry.

Computed properties:
* gap between HOMO and LUMO: 9.56 eV
* SMILES: C[N+](=O)[O-].C[N+](=O)[O-].C[N+](=O)[O-].c1ccncc1.c1ccncc1.c1ccncc1.c1ccncc1.c1ccncc1.c1ccncc1.c1ccncc1
* ΔE to the lowest compared entry with this formula, charge and spin: 0.791 eV

Geometry as XYZ:
```
98
Properties=species:S:1:pos:R:3:forces:R:3:mulliken_charge:R:1
N 4.828934 -3.381417 22.054614 -0.6 0.7 -0.6 -0.22
C 4.573911 -2.363241 21.208049 -0.4 0.3 0.3 -0.05
C 4.605983 -0.991057 21.552692 0.5 -1.9 0.6 -0.76
C 5.003268 -0.737319 22.837405 0.0 0.4 -0.2 -0.23
C 5.269904 -1.786371 23.709230 0.8 3.2 2.7 -0.62
C 5.137281 -3.067371 23.325189 -0.8 -1.0 -0.8 -0.04
H 4.172413 -2.607452 20.228385 0.4 -0.3 -0.1 0.42
H 4.365291 -0.181746 20.913830 -0.3 0.3 -0.9 0.56
H 5.038449 0.302746 23.133761 0.2 -0.1 0.4 0.40
H 5.558001 -1.413066 24.757420 -0.5 -1.3 -1.5 0.25
H 5.073785 -3.863253 24.054169 0.6 -0.3 -0.1 0.32
N 3.894311 -5.503379 17.050340 0.3 1.2 -0.3 -0.62
C 4.501711 -5.542011 18.209478 0.8 -1.0 1.1 -0.37
C 4.350513 -6.572317 19.167698 -1.2 0.3 -1.2 -0.26
C 3.443582 -7.588036 18.931037 -1.7 0.2 -2.0 -0.43
C 2.724610 -7.480222 17.687275 1.6 -0.5 1.3 -0.32
C 3.023380 -6.447571 16.819331 -1.8 -1.4 -0.9 -0.31
H 5.247547 -4.788754 18.396732 0.1 0.3 0.1 0.48
H 4.850485 -6.515726 20.073759 1.1 0.1 1.6 0.53
H 3.137157 -8.425916 19.578050 0.8 0.6 0.0 0.40
H 2.125323 -8.296054 17.330028 -0.6 -0.1 0.1 0.49
H 2.455371 -6.445360 15.869193 0.6 0.2 0.4 0.41
N -3.883279 -6.348264 20.848288 0.2 0.0 1.3 -0.40
C -3.977969 -7.669387 20.863316 -0.4 0.1 0.2 -0.11
C -3.921970 -8.460312 22.050309 -0.2 -0.2 -2.8 -0.58
C -3.697345 -7.816802 23.199105 1.1 1.0 2.6 -0.20
C -3.545131 -6.389992 23.240939 -0.3 -2.0 0.5 -0.48
C -3.680808 -5.729868 22.064654 0.0 0.1 -1.4 -0.17
H -4.165439 -8.124977 19.883101 0.2 0.0 0.4 0.38
H -4.008398 -9.539415 21.930535 0.0 0.2 0.3 0.36
H -3.499614 -8.403794 24.118029 -0.4 0.5 -0.5 0.37
H -3.343364 -5.920883 24.204614 -0.1 0.1 -0.5 0.44
H -3.597998 -4.649882 22.037144 0.0 0.0 -0.1 0.40
N 4.550476 -7.259943 22.770915 -0.3 1.1 -1.0 -0.25
C 4.988083 -8.420945 23.165215 1.3 0.1 -0.9 -0.02
C 4.800954 -8.893863 24.435055 -0.6 -1.3 0.0 -0.80
C 4.070096 -8.156929 25.313403 -0.1 2.5 -1.3 -0.30
C 3.649852 -6.848759 24.917223 0.4 -1.4 0.2 -0.86
C 3.883528 -6.472651 23.621473 0.8 -2.0 0.2 -0.43
H 5.647584 -8.911324 22.442574 -0.4 -0.3 0.2 0.39
H 5.045854 -9.919437 24.649994 0.4 -0.1 0.3 0.37
H 3.898251 -8.559063 26.248347 -0.6 -0.4 2.0 0.55
H 3.166933 -6.142462 25.545346 -0.5 0.1 0.8 0.46
H 3.560709 -5.579613 23.203595 -0.6 1.8 -0.4 0.85
N -0.769590 -2.446849 18.316309 -1.0 -0.1 -0.4 -0.26
C -0.191279 -3.403692 17.598042 2.2 0.8 -0.9 -0.44
C -0.490953 -4.749354 17.658383 -1.2 -0.9 0.2 -0.35
C -1.640085 -5.122457 18.395745 0.9 0.1 0.2 -0.44
C -2.342605 -4.117061 19.048875 1.4 -0.4 -1.2 -0.24
C -1.869492 -2.834369 18.957491 -0.3 1.3 1.2 -0.49
H 0.662853 -3.021592 16.965801 -0.8 -0.7 0.8 0.31
H 0.113617 -5.515216 17.155548 -0.2 0.5 0.1 0.42
H -1.907750 -6.168182 18.568899 0.0 0.3 -0.3 0.42
H -3.147943 -4.300240 19.679135 -1.4 -0.6 0.7 0.68
H -2.420835 -2.078518 19.552784 0.6 -0.2 -0.5 0.32
N 0.249133 -7.671534 26.524228 -0.2 2.4 1.4 -0.53
C 0.118360 -8.723605 25.821394 0.5 -4.1 -0.6 -0.32
C -0.059189 -8.815544 24.456736 -0.6 0.4 -0.7 -0.58
C -0.277555 -7.622116 23.815280 -0.3 0.1 -1.4 0.10
C -0.254584 -6.441946 24.550366 0.1 -0.4 -0.4 -0.14
C 0.038199 -6.517936 25.881937 0.0 1.0 0.9 -0.77
H 0.180835 -9.700048 26.314061 0.2 0.3 0.4 0.36
H -0.139235 -9.769689 23.932539 0.1 0.3 0.3 0.42
H -0.516523 -7.622324 22.735972 0.2 0.2 0.6 0.43
H -0.464899 -5.496256 24.106680 -0.1 0.5 -0.4 0.64
H 0.036302 -5.584837 26.475637 0.2 -0.7 -0.2 0.34
N -1.512293 1.986683 23.327939 -1.5 -0.5 -0.7 -0.57
C -2.545756 1.383229 22.719944 -2.1 1.7 -0.7 -0.24
C -2.604670 0.060002 22.281099 -2.7 0.6 -0.3 -0.46
C -1.515726 -0.703565 22.558159 0.6 -1.7 -0.6 0.14
C -0.408408 -0.159338 23.170997 -0.3 -0.5 0.5 -0.32
C -0.512218 1.182315 23.541674 2.6 -0.9 0.0 -0.32
H -3.416821 2.086409 22.519349 1.0 -1.1 0.3 0.30
H -3.593283 -0.378461 21.807432 2.3 1.1 0.9 0.25
H -1.523204 -1.740979 22.238955 0.2 -0.1 0.2 0.47
H 0.426034 -0.841931 23.426727 -0.4 0.9 -0.2 0.33
H 0.388076 1.627154 23.913977 0.3 0.4 0.6 0.38
C -0.130293 -6.015337 12.886915 0.8 -0.9 -0.7 -0.74
N 0.034958 -7.469171 13.174434 0.0 0.7 -1.0 0.90
O 0.380946 -7.812908 14.269955 0.2 -0.3 0.9 -0.52
O -0.160533 -8.187704 12.220739 -0.1 -0.6 0.0 -0.54
H 0.301799 -5.450778 13.664119 0.2 0.6 0.9 0.28
H -1.150630 -5.846638 12.691424 -1.3 0.3 0.2 0.30
H 0.375522 -5.866768 11.948782 0.3 0.2 -0.2 0.32
C 0.665371 0.667920 19.000985 -0.4 1.0 -0.7 -0.55
N 2.032999 0.232750 19.166666 3.1 3.2 0.3 0.92
O 2.881840 1.153543 19.372426 -1.7 -1.5 -0.3 -0.59
O 2.345281 -0.907227 19.101710 -0.1 -1.9 -0.2 -0.45
H 0.066552 -0.197508 19.121759 -0.8 -0.6 0.4 0.11
H 0.513666 1.022983 17.952123 0.4 -0.1 0.9 0.26
H 0.576805 1.468139 19.741942 -0.6 -0.2 -0.4 0.32
C 1.485985 -4.727756 20.795232 0.7 -0.4 0.7 -0.04
N 0.685762 -3.965924 21.772467 -1.1 1.4 0.8 1.03
O 1.213596 -3.107335 22.465210 0.3 -0.7 -0.5 -0.53
O -0.521620 -4.174343 21.816946 0.4 -0.4 -0.2 -0.37
H 1.371821 -4.227647 19.829959 0.3 -0.1 0.2 0.00
H 1.034000 -5.714840 20.781666 0.1 0.0 -0.3 0.28
H 2.513791 -4.766744 21.214030 -0.5 0.2 -0.7 -0.28
```
Positions in Å, forces in eV/Å.

=====

Number 1: M 936.43 g/mol, E_tot -216230.498 eV. Number 2: M 680.86 g/mol, E_tot -73383.475 eV. Number 3: M 736.83 g/mol, E_tot -67294.246 eV.